Record 1
Formula: C29H28N4O5PZr
Source: the Open Molecules 2025 dataset
Level of theory: ωB97M-V/def2-TZVPD

```
68
Properties=species:S:1:pos:R:3:forces:R:3
Zr 0.243504 0.155788 0.377822 -1.0 -0.7 -0.2
N -2.120438 0.705421 0.190125 0.2 0.2 0.4
C -2.879881 0.594579 1.457787 -0.1 -0.1 -0.3
C -1.923554 0.519243 2.624460 0.4 -0.3 0.0
O -2.204299 0.939238 3.723871 -0.1 -0.1 0.1
N -0.758562 -0.128856 2.277199 0.0 0.4 0.4
C 0.248104 -0.275847 3.350982 0.0 -0.1 0.0
C 1.409274 -0.280129 2.380672 0.2 0.3 0.2
O 1.726134 0.857940 1.890071 -0.1 -0.1 0.2
O 1.595729 -1.303339 1.668643 -0.1 0.0 0.1
H -2.649326 0.324027 -0.583407 0.0 -0.1 -0.1
H -1.978576 1.693118 -0.009473 0.0 0.0 -0.1
H -3.571098 1.421623 1.599397 0.0 0.0 0.0
H -3.449705 -0.335936 1.444094 0.0 0.0 0.0
H 0.262278 0.580912 4.018243 0.0 0.0 0.0
H 0.139511 -1.205856 3.905847 0.0 0.0 0.0
N -0.572165 -2.527462 -1.857041 0.2 0.0 0.0
P -0.449062 -2.529339 -0.157167 -0.5 0.4 -0.1
C 0.315306 -4.116878 0.168308 0.1 0.0 0.1
C -0.386363 -5.289845 -0.118324 0.0 -0.1 0.1
C 0.219649 -6.517004 0.089106 0.0 0.0 0.0
C 1.513532 -6.576112 0.596212 0.0 0.0 0.0
C 2.206138 -5.412494 0.892534 -0.1 0.0 0.0
C 1.610754 -4.175197 0.677617 0.1 -0.2 -0.1
C -2.174158 -2.718752 0.394655 0.1 -0.2 0.0
C -3.246811 -2.572356 -0.476625 -0.1 0.1 0.0
C -4.552128 -2.658228 0.001503 0.1 0.0 0.0
C -4.784075 -2.895288 1.347228 0.0 0.0 0.0
C -3.711423 -3.045487 2.222071 0.0 0.0 0.0
C -2.413352 -2.951967 1.749898 0.0 0.0 0.0
C -0.493992 -1.376252 -2.607958 -0.1 -0.1 0.0
C -0.484020 -1.466554 -4.006731 0.0 -0.1 0.0
C -0.472742 -0.317573 -4.749578 0.0 0.1 -0.1
C -0.475873 0.919248 -4.099732 0.0 0.0 -0.1
C -0.463496 0.923366 -2.733175 0.0 0.0 0.2
N -0.467755 -0.199402 -1.971171 0.2 0.1 -0.1
H -0.493025 -3.398163 -2.358828 -0.1 0.0 -0.1
H -1.408704 -5.245802 -0.478946 0.0 0.0 0.0
H -0.319896 -7.428852 -0.130122 0.0 0.0 0.0
H 1.978277 -7.538666 0.767344 0.0 0.0 0.0
H 3.209509 -5.463850 1.294283 0.0 0.0 0.0
H 2.141879 -3.265302 0.911888 0.0 0.0 0.0
H -3.071438 -2.396263 -1.531279 0.0 0.0 0.0
H -5.383907 -2.547740 -0.682268 0.0 0.0 0.0
H -5.798125 -2.967230 1.718827 0.0 0.0 0.0
H -3.889397 -3.228705 3.273638 0.0 0.0 0.0
H -1.585951 -3.057522 2.442983 0.0 0.0 0.0
H -0.491097 -2.441882 -4.474723 0.0 0.0 0.0
H -0.465638 -0.373281 -5.830604 0.0 0.0 0.0
H -0.478431 1.851147 -4.645151 0.0 0.0 0.0
H -0.437384 1.854243 -2.183896 0.0 0.0 0.0
C 4.318056 0.526838 -0.535352 0.1 0.0 -0.1
C 2.920079 1.040786 -0.588584 -0.2 0.4 -0.1
O 2.010931 0.212635 -0.827545 0.4 0.0 0.0
C 2.620140 2.449628 -0.357638 0.3 -0.2 0.0
C 3.688255 3.364111 -0.368415 0.0 0.1 0.0
C 3.489597 4.705041 -0.138401 0.0 -0.1 0.0
C 2.199098 5.156490 0.133568 -0.1 0.1 0.0
C 1.129383 4.283782 0.162484 0.1 0.2 0.0
C 1.319067 2.930487 -0.081147 -0.4 -0.5 -0.1
O 0.242452 2.122183 -0.022464 0.4 0.5 -0.2
H 4.300938 -0.552747 -0.647472 0.0 0.0 0.0
H 4.765756 0.798007 0.421757 0.0 0.0 0.0
H 4.929952 0.964018 -1.326224 0.0 0.0 0.0
H 4.689641 3.010127 -0.569293 0.0 0.0 0.0
H 4.321355 5.394369 -0.157060 0.0 0.0 0.0
H 2.029759 6.206990 0.333376 0.0 0.0 0.0
H 0.128712 4.626373 0.388199 0.0 0.0 0.0
```
Positions in Å, forces in eV/Å.

Max |F| in eV Å⁻¹: 1.2
HOMO level in eV: -11.375
Net charge: +1
Kohn-Sham gap in eV: 8.319

***

Record 2
Formula: C29H28N6O4
Source: the Open Molecules 2025 dataset
Level of theory: ωB97M-V/def2-TZVPD

```
67
Properties=species:S:1:pos:R:3:forces:R:3
C 0.719578 2.002190 1.332120 0.3 1.1 0.7
C 0.878645 2.718735 2.483687 -0.4 -1.8 -1.2
N 2.045917 2.933553 3.184163 0.2 0.2 -0.2
C 3.258145 2.235538 2.942323 0.5 0.1 0.5
C 4.456359 2.970401 2.887239 0.0 -0.6 -0.3
C 4.522667 4.456995 3.032979 0.2 0.6 -0.1
C 5.652765 2.283460 2.685561 -0.3 -0.3 0.0
C 5.684561 0.894030 2.566946 -0.4 0.1 0.0
C 6.973699 0.180984 2.311089 0.3 -0.1 0.0
C 4.495221 0.177771 2.712309 0.0 0.7 -0.1
C 3.274031 0.828872 2.930638 0.4 0.0 0.0
C 2.077430 -0.023236 3.226782 -0.1 -0.7 -0.1
C 1.736903 3.612553 4.359229 -0.4 -0.2 0.9
C 0.399020 3.695288 4.454145 0.6 0.4 0.5
N -0.151502 3.170898 3.298984 -0.3 0.4 -0.1
C -1.460335 2.645848 3.156963 -0.1 -0.4 -0.3
C -1.880120 1.615992 4.018677 -0.4 0.0 -0.5
C -1.141634 1.177827 5.248476 0.1 -0.4 0.4
C -3.052020 0.934257 3.690164 0.2 0.5 -0.1
C -3.801957 1.262439 2.561964 0.3 0.3 0.0
C -5.055495 0.500052 2.286598 -0.3 -0.2 -0.1
C -3.371827 2.305070 1.736541 0.0 -0.2 0.4
C -2.198573 3.008593 2.020370 -0.1 -0.2 0.4
C -1.771306 4.133230 1.127766 -0.3 0.4 -0.4
H -0.257035 1.983216 0.880614 0.2 -0.4 -0.1
H 1.591686 1.554006 0.878297 -0.2 0.1 -0.3
H 3.548700 4.934333 3.146994 0.1 -0.1 -0.1
H 5.144815 4.723845 3.899673 -0.2 -0.1 -0.1
H 5.022602 4.897569 2.160138 -0.2 -0.1 0.1
H 6.578870 2.851531 2.617131 -0.1 -0.1 0.0
H 6.796349 -0.893193 2.212627 0.1 0.1 0.0
H 7.447745 0.546068 1.391628 -0.1 -0.1 0.2
H 7.681686 0.342519 3.133271 -0.1 -0.1 -0.1
H 4.512933 -0.908217 2.679536 0.0 0.1 0.0
H 2.395676 -1.072910 3.195152 0.0 0.2 0.1
H 1.659719 0.148878 4.228942 0.1 0.2 -0.3
H 1.281232 0.072152 2.481507 0.1 0.2 0.3
H 2.494258 3.918323 5.061730 0.0 0.0 -0.1
H -0.208377 4.085865 5.253295 0.0 0.1 -0.1
H -1.585631 0.229250 5.579877 0.1 0.2 0.0
H -0.074343 0.981019 5.090758 -0.2 0.3 0.0
H -1.258999 1.884483 6.083207 0.2 -0.1 -0.3
H -3.380083 0.125387 4.338675 0.0 0.1 -0.1
H -5.512771 0.827278 1.348758 0.0 -0.1 0.1
H -4.845415 -0.575844 2.226343 -0.1 0.2 0.0
H -5.778310 0.641966 3.101216 0.1 0.0 -0.2
H -3.956661 2.583397 0.859229 0.1 -0.1 0.2
H -2.586989 4.334179 0.423269 0.2 0.0 0.1
H -1.596781 5.059650 1.688822 0.1 -0.2 0.0
H -0.882779 3.913415 0.527580 0.0 0.0 0.3
N -6.390607 -1.148264 -2.669303 2.2 -0.8 0.7
C -5.322672 -1.498711 -2.348225 -1.8 1.4 -0.7
C -4.008142 -1.907159 -1.943348 1.3 0.4 0.3
C -2.913412 -1.075525 -1.668170 -1.4 -0.6 -0.3
C -1.675973 -1.618184 -1.196084 -0.9 -2.3 -0.1
N -0.632420 -0.702120 -0.822475 2.3 2.7 0.7
O -0.874142 0.532105 -0.934182 0.2 -3.0 0.0
O 0.462638 -1.131717 -0.403219 -2.3 0.3 -0.9
C -1.503319 -3.006318 -1.044146 0.8 1.5 0.1
C -2.581738 -3.828299 -1.357383 -1.1 -1.7 -0.1
C -3.827017 -3.315989 -1.785727 -1.5 -1.3 -0.1
N -4.784559 -4.257299 -1.958604 2.6 0.3 0.7
O -4.125101 -5.454447 -1.636524 1.0 0.8 0.1
N -2.746849 -5.219299 -1.264541 -0.6 1.1 -0.3
O -2.032670 -6.157423 -0.965603 -0.9 1.2 -0.4
H -3.005653 0.000522 -1.802663 0.1 -0.3 0.2
H -0.572246 -3.445284 -0.704798 0.0 0.3 0.1
```
Positions in Å, forces in eV/Å.

Max |F| in eV Å⁻¹: 3.6
HOMO level in eV: -6.370
Net charge: 0
Kohn-Sham gap in eV: 3.796
SMILES string: C=C1N(c2c(C)cc(C)cc2C)C=CN1c1c(C)cc(C)cc1C.N#Cc1cc([N+](=O)[O-])cc2c1no[n+]2[O-]
ΔE to the lowest compared entry with this formula, charge and spin in kJ/mol: 0.0

***

Record 3
Formula: C29H28N7NdOS3
Source: the Open Molecules 2025 dataset
Level of theory: ωB97M-V/def2-TZVPD

```
69
Properties=species:S:1:pos:R:3:forces:R:3
Nd -1.394941 -0.921252 -0.026259 -0.2 0.1 -0.3
C -3.406134 -4.591634 -3.804718 0.0 0.0 0.1
S -2.979748 -5.162614 -2.150412 0.0 -0.1 0.0
C -2.825732 -3.717754 -1.206113 -0.2 0.2 0.2
S -2.968412 -2.140498 -1.943263 0.2 0.0 0.1
N -2.684788 -3.991430 0.068482 0.3 -0.3 0.1
N -2.442326 -2.921307 0.878110 -0.4 -0.1 -0.2
C -2.783933 -3.028986 2.105235 -0.1 0.1 0.0
C -2.600123 -1.878650 2.999520 -0.1 0.0 0.0
C -2.937300 -1.963072 4.339024 0.0 0.0 0.0
C -2.808121 -0.836314 5.140357 0.0 0.0 0.0
C -2.355291 0.342212 4.572093 0.0 0.0 0.0
C -2.044769 0.347557 3.220660 0.0 0.0 0.0
N -2.152061 -0.731836 2.444021 -0.1 -0.1 0.0
H -3.794267 -5.472527 -4.312227 0.0 0.0 0.0
H -2.533181 -4.217631 -4.332228 0.0 0.0 0.0
H -4.179893 -3.831194 -3.759968 0.0 0.0 0.0
H -3.274080 -3.930903 2.463881 0.1 0.0 0.0
H -3.308798 -2.895788 4.741925 0.0 0.0 0.0
H -3.074023 -0.877049 6.188129 0.0 0.0 0.0
H -2.256975 1.247362 5.153857 0.0 0.0 0.0
H -1.705839 1.255672 2.736491 0.0 0.0 0.0
S 1.556999 1.858169 -5.770076 0.0 0.0 0.1
C 0.860098 1.136566 -4.339892 0.0 0.1 -0.1
C 0.101136 1.827370 -3.392348 0.0 0.0 0.0
C -0.414202 1.135544 -2.320668 0.0 -0.1 -0.2
N -0.231440 -0.180595 -2.121944 0.1 0.2 -0.1
C 0.476159 -0.843036 -3.049792 0.0 -0.1 0.0
C 1.034600 -0.238791 -4.150119 0.0 0.0 0.0
C 1.397030 3.593401 -5.400899 0.0 0.0 0.0
C 0.326908 4.327597 -5.885376 0.0 0.0 0.0
C 0.261484 5.675721 -5.552548 0.0 0.0 0.0
N 1.169905 6.289862 -4.801490 0.0 0.0 0.0
C 2.205598 5.575639 -4.369312 0.0 0.0 0.0
C 2.370162 4.224200 -4.640245 0.0 0.0 0.0
H -0.090164 2.886454 -3.489749 0.0 0.0 0.0
H -1.023031 1.663083 -1.593752 0.1 0.1 0.0
H 0.594804 -1.910102 -2.897911 0.0 0.0 0.0
H 1.600170 -0.826443 -4.860620 0.0 0.0 0.0
H -0.431062 3.872290 -6.508219 0.0 0.0 0.0
H -0.560391 6.286249 -5.907410 0.0 0.0 0.0
H 2.943242 6.109329 -3.781419 0.0 0.0 0.0
H 3.234573 3.684193 -4.278941 0.0 0.0 0.0
C 3.205305 0.038314 3.825323 0.0 0.0 0.0
N 2.251588 0.800328 3.032725 0.0 0.0 0.0
N 1.416396 0.223328 2.109930 0.0 0.0 0.0
C 0.688024 1.206375 1.491077 -0.1 0.0 0.1
O -0.211356 0.897276 0.631870 0.1 0.4 0.4
C 1.100506 2.423351 2.040735 0.0 0.0 0.0
C 2.069274 2.129583 2.986529 0.0 0.0 0.0
C 2.852161 3.049617 3.854141 0.0 0.0 0.0
C 1.202301 -1.169098 1.914162 0.0 0.0 -0.1
C 1.325418 -1.655334 0.610939 0.3 -0.1 0.0
C 0.980511 -2.976061 0.333859 0.2 0.0 0.0
C 0.563504 -3.816286 1.363469 0.0 0.0 0.0
C 0.503729 -3.335713 2.663967 0.0 0.0 0.0
C 0.798901 -2.005827 2.943820 0.0 0.0 0.0
H 3.406116 -0.909523 3.333758 0.0 0.0 0.0
H 2.823768 -0.144450 4.829394 0.0 0.0 0.0
H 4.135349 0.597250 3.887646 0.0 0.0 0.0
H 0.746060 3.400152 1.763344 0.0 0.0 0.0
H 2.466666 4.060739 3.758900 0.0 0.0 0.0
H 3.904151 3.057425 3.563699 0.0 0.0 0.0
H 2.793876 2.750505 4.900849 0.0 0.0 0.0
H 1.754752 -1.016041 -0.152829 -0.1 0.0 0.0
H 1.124514 -3.370968 -0.664936 -0.1 0.0 0.0
H 0.309088 -4.845932 1.151393 0.0 0.0 0.0
H 0.200325 -3.993432 3.467812 0.0 0.0 0.0
H 0.717227 -1.624642 3.954557 -0.1 0.0 0.0
```
Positions in Å, forces in eV/Å.

Max |F| in eV Å⁻¹: 0.5
HOMO level (spin up / spin down) in eV: -13.081 / -13.081
Net charge: +2
Kohn-Sham gap (spin up / spin down) in eV: 6.643 / 6.685
ΔE to the lowest compared entry with this formula, charge and spin in kJ/mol: 0.0
2S+1: 4

***

Record 4
Formula: C29H29BNO3
Source: the Open Molecules 2025 dataset
Level of theory: ωB97M-V/def2-TZVPD

```
63
Properties=species:S:1:pos:R:3:forces:R:3
C -7.358429 0.242906 1.250237 0.5 0.8 0.2
C -6.191318 -0.523746 0.759507 -0.7 -1.9 -0.7
C -6.245801 -1.788243 0.209646 -0.8 1.4 0.7
C -4.939039 -2.142092 -0.108497 1.3 0.3 0.1
C -4.136989 -1.088966 0.248924 0.5 -1.7 -0.6
B -2.543587 -1.104097 0.122506 -1.4 -0.7 -1.6
O -2.078261 -0.120628 -0.898928 0.6 -0.3 1.6
C -1.447682 0.956238 -0.244681 -0.2 -0.1 -1.1
C -1.521327 0.770448 1.265965 0.1 -0.1 0.9
N -1.849520 -0.677934 1.526577 0.6 0.2 -0.8
C -2.761331 -0.924465 2.678856 0.3 0.2 0.2
C -0.627059 -1.567581 1.512627 0.1 0.4 0.7
C -0.867134 -2.683550 0.501280 -0.2 -0.9 -0.8
O -2.100403 -2.504557 -0.133123 -0.4 1.7 0.8
O -4.890024 -0.085386 0.779921 -1.0 0.1 0.0
H -8.258699 -0.374992 1.252334 0.3 0.0 -0.1
H -7.184628 0.594344 2.268230 -0.1 0.1 0.1
H -7.539732 1.112827 0.617163 -0.1 0.1 0.1
H -7.133014 -2.383155 0.059579 -0.1 0.1 0.1
H -4.597261 -3.079527 -0.516036 0.1 0.1 0.0
H -0.412086 1.006874 -0.609363 0.2 0.1 0.2
H -1.947598 1.881949 -0.557126 0.2 0.1 0.3
H -0.574530 1.022066 1.750111 -0.1 0.0 0.1
H -2.291326 1.399164 1.720655 -0.1 -0.3 -0.1
H -2.283640 -0.643066 3.613321 0.3 0.0 0.1
H -3.671703 -0.341589 2.561680 0.2 0.0 -0.1
H -3.032360 -1.977291 2.719434 0.1 0.0 -0.2
H 0.253651 -0.976294 1.245626 -0.2 0.1 0.0
H -0.454392 -1.953482 2.521183 -0.1 0.1 -0.1
H -0.103128 -2.700931 -0.285494 0.4 0.1 0.3
H -0.880953 -3.671416 0.978783 0.2 0.1 0.1
C 2.844579 0.850822 -1.002127 -0.1 0.4 -0.9
C 2.330467 1.502657 -2.197371 0.1 -0.3 0.4
C 1.562485 0.801713 -3.148339 0.1 -0.3 0.2
C 1.158579 1.408493 -4.316064 -0.2 -0.3 -0.1
C 1.499378 2.722661 -4.576647 0.0 0.0 0.1
C 2.242647 3.434545 -3.653529 0.1 0.2 0.0
C 2.651557 2.840707 -2.483453 0.0 0.0 0.4
C 3.120274 1.438386 0.289179 0.2 0.5 0.8
C 3.718076 0.458671 1.116632 0.1 1.2 0.9
C 4.149184 0.760214 2.399817 -0.2 -0.9 -1.0
C 3.973067 2.040603 2.881561 -0.2 0.7 -0.2
C 3.359652 3.009484 2.091303 0.1 0.1 0.5
C 2.922843 2.723660 0.812869 -0.1 -0.5 -0.6
C 3.839943 -0.759882 0.350618 0.4 -1.3 -0.6
C 3.311009 -0.511683 -0.936587 0.1 -0.9 0.1
C 3.428009 -1.504360 -1.915835 -0.2 0.7 0.0
C 4.039066 -2.698693 -1.597986 0.2 -0.5 0.2
C 4.541196 -2.934613 -0.318923 -0.2 -0.2 -0.8
C 4.451771 -1.966509 0.661809 -0.4 1.3 0.3
H 1.240825 -0.205353 -2.934161 -0.1 -0.1 0.0
H 0.575416 0.857035 -5.037105 -0.1 -0.1 0.0
H 1.174108 3.194290 -5.488060 0.0 0.1 -0.2
H 2.514265 4.454883 -3.859091 0.1 0.2 0.0
H 3.263251 3.391414 -1.791194 0.2 0.1 0.1
H 4.630504 0.004133 2.991971 0.1 -0.2 0.2
H 4.325691 2.294343 3.869478 0.0 0.1 0.1
H 3.224537 4.000908 2.492502 0.0 0.1 0.0
H 2.432944 3.475645 0.221980 -0.1 0.2 -0.1
H 3.087887 -1.311436 -2.916536 0.0 -0.1 -0.3
H 4.144150 -3.460868 -2.354159 0.0 -0.1 -0.1
H 5.034219 -3.868453 -0.102580 0.0 -0.1 0.0
H 4.877725 -2.117239 1.639159 0.1 -0.1 0.2
```
Positions in Å, forces in eV/Å.

Max |F| in eV Å⁻¹: 2.3
HOMO level in eV: -9.061
Net charge: +1
Kohn-Sham gap in eV: 2.897